1.
The following is a DFT calculation (wB97M-V/def2-TZVPD) of C39H29F5O3P2SeTa as an isolated structure at a distorted geometry.

Cartesian coordinates (Å):
Ta (12.39744, 13.41152, 11.49168)
C (8.95319, 14.00155, 11.07565)
C (9.13201, 12.51362, 10.67444)
P (10.48738, 11.78508, 11.77718)
C (10.82017, 10.13499, 11.09559)
C (10.42876, 9.62290, 9.82378)
C (10.86852, 8.35028, 9.44150)
C (11.67334, 7.56859, 10.27221)
C (12.01976, 8.03950, 11.53137)
C (11.66200, 9.32959, 11.91060)
C (9.62652, 11.46990, 13.32794)
C (8.69195, 10.38259, 13.47365)
C (7.75615, 10.49740, 14.52729)
C (7.75356, 11.56782, 15.36494)
C (8.70387, 12.58095, 15.23946)
C (9.74146, 12.48314, 14.32437)
P (10.58719, 14.86486, 10.59601)
C (10.60650, 16.41510, 11.41458)
C (10.55720, 17.65930, 10.80997)
C (10.75438, 18.79052, 11.65374)
C (11.17068, 18.64594, 12.98305)
C (11.23717, 17.37605, 13.54947)
C (10.97162, 16.26305, 12.76859)
C (10.59226, 15.30555, 8.82419)
C (9.55593, 15.00064, 7.95095)
C (9.69335, 15.45908, 6.62325)
C (10.90050, 15.86519, 6.10863)
C (11.93546, 16.14003, 6.99378)
C (11.78618, 15.89344, 8.36549)
H (8.93664, 14.12138, 12.17250)
H (8.13027, 14.58304, 10.66866)
H (9.47553, 12.40374, 9.61825)
H (8.15508, 11.95417, 10.84986)
H (9.74817, 10.13335, 9.12294)
H (10.71666, 8.00516, 8.38908)
H (11.95612, 6.54635, 9.97714)
H (12.68445, 7.40613, 12.13019)
H (12.06384, 9.73956, 12.80584)
H (8.81635, 9.55171, 12.77122)
H (6.97218, 9.73932, 14.55102)
H (6.95144, 11.67891, 16.09699)
H (8.64914, 13.40680, 16.00787)
H (10.50141, 13.22976, 14.16457)
H (10.39722, 17.83447, 9.73118)
H (10.70947, 19.73370, 11.11089)
H (11.56886, 19.48498, 13.49743)
H (11.40026, 17.21617, 14.62036)
H (10.97227, 15.24206, 13.16266)
H (8.63662, 14.42180, 8.26182)
H (8.86277, 15.36389, 5.94497)
H (10.98535, 16.11766, 5.04383)
H (12.89072, 16.57994, 6.63335)
H (12.59189, 16.04770, 9.04397)
O (14.51502, 11.65338, 15.71052)
C (14.80641, 12.98264, 15.81406)
C (15.61393, 13.39731, 16.93551)
C (15.74001, 14.74960, 17.24811)
C (14.97741, 15.72602, 16.51717)
C (14.14806, 15.30346, 15.49358)
C (14.19622, 13.97320, 15.02986)
C (13.70195, 13.61602, 13.75358)
O (13.45379, 12.41823, 13.36798)
O (13.35057, 14.58739, 12.88430)
H (14.09902, 11.59805, 14.77740)
H (16.18593, 12.59607, 17.40248)
H (16.44127, 15.06979, 17.99602)
H (15.00401, 16.72601, 16.87763)
H (13.48612, 16.02033, 15.10382)
F (18.33829, 10.67521, 9.31825)
C (17.35950, 11.58772, 9.50137)
C (17.39640, 12.68397, 10.50441)
F (18.44732, 12.85301, 11.28027)
C (16.01702, 12.86382, 10.76732)
F (15.44573, 13.34668, 11.92114)
C (15.29949, 12.53680, 9.68139)
Se (13.47521, 12.76766, 9.32353)
C (16.23186, 12.18730, 8.59235)
F (16.02170, 11.91190, 7.32843)
C (17.38640, 13.01919, 8.92404)
F (18.28438, 13.52291, 8.11491)

Properties
- LUMO level (spin up / spin down): -11.557 / -11.556 eV
- Charge: +3
- DFT total energy: -146085.1047 eV
- Max |F|: 0.090 Eh/bohr
- HOMO-LUMO gap (spin up / spin down): 4.51 / 4.51 eV

***

2.
The following is a DFT calculation (wB97M-V/def2-TZVPD) of C39H30F5OP2S3W as an isolated structure at a distorted geometry.

Cartesian coordinates (Å):
W (-1.42588, 0.95375, -0.43400)
S (-0.77638, 1.16785, 2.03010)
P (1.04972, 1.02045, 1.16470)
C (0.56342, 1.16285, -0.51140)
P (0.92062, 0.86935, -2.20710)
S (-0.98938, 0.84435, -2.91080)
C (1.71422, -0.71625, -2.58240)
C (2.86842, -1.08475, -1.89870)
C (3.43702, -2.31815, -2.15020)
C (2.86472, -3.17005, -3.08320)
C (1.71602, -2.79775, -3.76000)
C (1.12832, -1.57215, -3.50740)
C (1.92442, 2.23395, -2.82950)
C (2.94242, 2.03855, -3.75270)
C (3.68662, 3.12965, -4.16610)
C (3.40512, 4.39175, -3.66850)
C (2.38812, 4.57825, -2.74500)
C (1.64402, 3.49765, -2.31530)
C (1.71872, -0.62485, 1.51800)
C (2.56582, -0.79765, 2.60450)
C (3.01402, -2.06765, 2.91570)
C (2.61412, -3.14895, 2.14740)
C (1.74972, -2.97315, 1.07690)
C (1.29222, -1.70905, 0.75890)
C (2.18672, 2.27675, 1.78970)
C (1.78882, 3.08365, 2.84780)
C (2.66982, 4.02395, 3.35130)
C (3.93092, 4.15645, 2.79270)
C (4.31412, 3.36305, 1.72060)
C (3.44292, 2.42015, 1.20980)
H (3.30052, -0.40945, -1.17190)
H (4.32332, -2.62015, -1.61580)
H (3.31552, -4.12955, -3.28200)
H (1.27172, -3.46495, -4.48140)
H (0.22202, -1.27585, -4.01840)
H (3.14712, 1.04665, -4.13280)
H (4.48502, 2.99335, -4.87810)
H (3.98292, 5.23815, -4.00580)
H (2.17552, 5.56285, -2.36140)
H (0.85252, 3.61595, -1.58530)
H (2.86232, 0.05935, 3.19540)
H (3.67372, -2.21035, 3.75680)
H (2.97312, -4.13675, 2.38910)
H (1.43622, -3.82235, 0.49060)
H (0.60622, -1.55235, -0.07050)
H (0.79712, 2.96435, 3.26310)
H (2.37972, 4.64675, 4.18320)
H (4.62622, 4.87785, 3.19580)
H (5.29862, 3.47485, 1.29400)
H (3.73262, 1.80045, 0.37150)
O (-1.86038, -1.23035, -0.46790)
S (-3.33758, -1.00665, -0.22120)
C (-4.10278, -2.63085, -0.43470)
C (-3.39848, -3.79335, -0.18190)
C (-4.03818, -5.01045, -0.35490)
C (-5.35698, -5.05445, -0.77800)
C (-6.04488, -3.88115, -1.03960)
C (-5.41558, -2.65845, -0.87170)
C (-3.40418, -0.95935, 1.58040)
C (-2.36908, -1.54735, 2.28530)
C (-2.37148, -1.46515, 3.66460)
C (-3.38358, -0.78115, 4.31630)
C (-4.41308, -0.19245, 3.59610)
C (-4.43798, -0.29545, 2.21660)
H (-2.36708, -3.74775, 0.12900)
H (-3.50668, -5.92605, -0.15060)
H (-5.85418, -6.00645, -0.90230)
H (-7.07018, -3.91115, -1.37080)
H (-5.93278, -1.73725, -1.08350)
H (-1.56338, -2.03345, 1.75380)
H (-1.57238, -1.92615, 4.22420)
H (-3.37028, -0.70465, 5.39240)
H (-5.19258, 0.35225, 4.10500)
H (-5.23478, 0.14535, 1.63680)
F (-1.47838, 3.85125, 0.44730)
C (-1.91418, 2.99455, -0.53300)
F (-1.72308, 3.66975, -1.71270)
C (-3.41328, 2.78155, -0.34710)
F (-3.82438, 1.83195, -1.25180)
F (-4.23858, 3.80055, -0.44260)
F (-3.62118, 2.18125, 0.85440)

Properties
- LUMO level (spin up / spin down): -3.062 / -2.924 eV
- Charge: +1
- DFT total energy: -109468.4083 eV
- Expectation value of S²: 2.03
- Spin multiplicity: 3
- Max |F|: 0.087 Eh/bohr
- ΔE to the lowest compared entry with this formula, charge and spin: 122.53 kJ/mol
- HOMO-LUMO gap (spin up / spin down): 7.06 / 8.15 eV

***

3.
The following is a DFT calculation (wB97M-V/def2-TZVPD) of C39H30FeIN4OPS as an isolated structure at a distorted geometry.

Cartesian coordinates (Å):
Fe (0.40504, -1.05593, -0.81591)
O (-0.94824, -4.90621, -1.71162)
C (-0.33304, -3.88358, -1.47119)
N (-0.83453, -2.72725, -0.97814)
C (-2.19429, -2.36826, -1.27502)
C (-2.09726, -1.11614, -2.10939)
C (-3.14861, -0.50908, -2.70285)
C (-2.93760, 0.77527, -3.40005)
C (-1.57648, 0.78105, -3.99174)
C (-0.59111, 0.13097, -3.34850)
N (-0.81355, -0.65013, -2.23666)
C (1.12114, -3.74204, -1.81385)
C (1.91014, -4.85873, -2.03645)
C (3.20872, -4.68459, -2.48286)
C (3.65137, -3.39499, -2.73951)
C (2.79401, -2.33707, -2.49441)
N (1.55688, -2.49348, -2.02272)
H (-2.75961, -2.16679, -0.35784)
H (-2.71146, -3.16376, -1.81532)
H (-4.14556, -0.91384, -2.59501)
H (-3.71055, 0.96272, -4.14250)
H (-1.37460, 1.35554, -4.88524)
H (0.42709, 0.16101, -3.71553)
H (1.48428, -5.83512, -1.85309)
H (3.85546, -5.53540, -2.64858)
H (4.63838, -3.20734, -3.13768)
H (3.10115, -1.31986, -2.71021)
S (-0.74430, -2.48830, 1.33865)
C (0.96881, -2.57184, 1.41443)
C (1.62689, -3.43119, 2.30026)
C (3.00313, -3.45679, 2.31091)
C (3.69608, -2.61862, 1.44006)
C (2.98452, -1.79602, 0.59645)
N (1.64457, -1.75113, 0.56918)
H (1.03886, -4.05973, 2.95272)
H (3.53790, -4.11343, 2.98384)
H (4.77613, -2.61452, 1.41330)
H (3.50339, -1.14402, -0.09192)
I (2.10329, 1.04688, -1.41709)
C (2.14387, 2.81861, -0.22804)
C (3.27386, 3.56021, -0.42258)
C (3.41743, 4.81310, 0.19171)
C (2.38884, 5.31079, 0.93024)
C (1.21371, 4.55594, 1.15037)
C (0.18454, 5.12020, 1.92886)
C (-0.96012, 4.42473, 2.17658)
C (-1.07979, 3.11768, 1.69676)
C (-0.09730, 2.49876, 0.94737)
P (-0.54247, 0.69952, 0.64592)
C (-0.70160, 0.30338, 2.43253)
C (0.53096, 0.20877, 3.08015)
C (0.60255, -0.08054, 4.43154)
C (-0.56202, -0.29247, 5.15528)
C (-1.79091, -0.17901, 4.52537)
C (-1.86371, 0.11518, 3.17171)
C (-2.13406, 1.09630, -0.18782)
C (-3.42689, 0.67520, 0.15630)
C (-4.54085, 1.23631, -0.51298)
C (-4.37813, 1.95311, -1.64770)
C (-3.04744, 2.02633, -2.28906)
C (-1.95751, 1.85377, -1.31571)
C (1.07405, 3.23334, 0.60603)
H (4.05726, 3.19455, -1.07269)
H (4.33216, 5.37244, 0.05525)
H (2.44826, 6.30184, 1.36118)
H (0.32726, 6.11569, 2.32926)
H (-1.76615, 4.85326, 2.75636)
H (-1.97989, 2.57004, 1.93576)
H (1.44207, 0.38360, 2.51486)
H (1.56582, -0.13306, 4.92165)
H (-0.51201, -0.52726, 6.20992)
H (-2.70571, -0.31532, 5.08704)
H (-2.83713, 0.20209, 2.71625)
H (-3.59090, -0.02888, 0.95620)
H (-5.52784, 1.08477, -0.09392)
H (-5.21940, 2.39896, -2.16244)
H (-2.92236, 2.93753, -2.87261)
H (-0.97493, 2.22230, -1.58383)

Properties
- LUMO level (spin up / spin down): -4.117 / -3.955 eV
- Charge: +1
- DFT total energy: -111541.6237 eV
- Expectation value of S²: 0.90
- Spin multiplicity: 2
- Max |F|: 0.060 Eh/bohr
- ΔE to the lowest compared entry with this formula, charge and spin: 490.35 kJ/mol
- HOMO-LUMO gap (spin up / spin down): 5.50 / 6.22 eV

***

Among the records above, which one has the highest charge?
C39H29F5O3P2SeTa

***

Which of these has the highest max |F|?
C39H29F5O3P2SeTa